Model 1:
Density functional theory data (wB97M-V/def2-TZVPD) for a cluster of 2 separate species, C19H29BrN7O2 in total.

Geometry as XYZ:
```
58
C19H29BrN7O2 (wB97M-V/def2-TZVPD)
Br 2.38 -0.19 -0.15
O 4.73 -1.46 4.35
O 3.65 2.54 2.44
N -1.77 0.04 -4.62
N 0.70 1.06 -2.01
N -4.01 1.88 -5.36
N 3.05 0.53 3.12
N 0.08 0.15 2.44
N 3.58 -1.29 6.23
N -1.23 -1.16 1.27
C 3.56 2.28 4.80
C -0.51 -1.27 -2.97
C -4.88 0.77 -4.93
C -2.95 1.56 -6.33
C 1.05 -0.13 -1.51
C -1.64 1.10 -5.67
C 0.57 -1.14 2.58
C -0.24 -1.96 1.84
C 2.45 -0.92 7.09
C -2.93 -0.89 -4.74
C -1.01 0.11 1.65
C 2.57 -0.47 4.09
C -4.16 -0.26 -4.06
C 0.45 -1.31 -1.95
C 1.80 -1.58 3.35
C -0.85 -0.04 -3.55
C -0.20 1.11 -3.01
C 3.44 1.78 3.37
C 3.72 -1.09 4.91
H -3.14 -1.12 -5.78
H -5.72 1.18 -4.36
H -1.56 0.98 1.29
H -3.86 0.20 -3.12
H 2.60 2.19 5.31
H -0.91 -2.20 -3.34
H 4.38 -1.73 6.66
H 3.15 0.25 2.16
H -2.73 2.45 -6.92
H 1.88 0.02 4.78
H 2.48 -2.07 2.65
H 2.31 0.16 7.09
H -1.96 -1.48 0.64
H 4.33 1.72 5.32
H 0.55 0.99 2.77
H -2.73 -1.84 -4.26
H -4.87 -1.06 -3.83
H 0.77 -2.26 -1.53
H 2.65 -1.24 8.11
H -3.30 0.79 -7.03
H -0.45 2.09 -3.38
H 1.48 -2.33 4.07
H -5.30 0.28 -5.81
H 1.53 -1.41 6.75
H 3.85 3.33 4.78
H -1.18 2.00 -5.25
H -0.96 0.73 -6.45
H -4.58 2.65 -5.71
H -0.12 -3.03 1.73
```

Properties
LUMO level in eV: -2.9
HOMO-LUMO gap in eV: 7.344
2S+1: 1
Charge: +1



Model 2:
Density functional theory data (wB97M-V/def2-TZVPD) for a cluster of 2 separate species, C19H29BrN7O2 in total.

Geometry as XYZ:
```
58
C19H29BrN7O2 (wB97M-V/def2-TZVPD)
Br -0.08 0.40 -2.33
O 1.29 4.15 -2.69
O 4.82 1.56 -4.17
N 1.65 -0.35 1.54
N 6.36 2.08 -2.68
N 2.74 2.51 -2.45
N 1.85 1.37 0.19
N -5.68 -1.26 2.96
N -2.46 0.10 -0.88
N -4.26 -2.67 0.86
C -1.36 -0.55 -1.28
C -3.26 -1.95 0.17
C -4.86 -2.06 3.89
C -3.61 -2.66 3.24
C 1.19 0.89 1.26
C -3.91 -3.53 2.01
C 2.63 -0.67 0.61
C -2.07 -2.59 -0.21
C 5.09 1.85 -3.02
C -5.70 -2.34 0.66
C 3.67 0.47 -1.44
C 2.43 3.80 -2.45
C 6.91 2.39 -1.35
C 3.98 1.89 -1.95
C 2.76 0.40 -0.23
C -1.12 -1.88 -0.95
C -6.47 -2.02 1.96
C 3.47 4.83 -2.06
C -3.39 -0.59 -0.18
H 3.18 -1.60 0.54
H -6.82 -2.95 2.41
H 0.37 1.39 1.76
H 3.04 5.83 -2.19
H -2.92 -1.86 2.96
H 8.00 2.44 -1.41
H -5.46 -2.86 4.32
H -7.35 -1.43 1.69
H 6.64 1.62 -0.63
H 7.01 2.02 -3.45
H -6.19 -3.19 0.17
H 4.35 2.47 -1.11
H -4.28 -0.04 0.12
H -3.10 -3.28 3.98
H 3.75 4.71 -1.02
H -4.73 -4.22 2.24
H 1.64 2.22 -0.32
H -3.04 -4.15 1.78
H 3.22 -0.11 -2.25
H -0.22 -2.37 -1.30
H -6.30 -0.64 3.49
H 2.06 1.91 -2.90
H -5.81 -1.49 -0.01
H -4.53 -1.41 4.71
H -1.92 -3.65 0.00
H 6.54 3.37 -1.01
H 4.34 4.74 -2.71
H 4.61 -0.02 -1.18
H 1.30 -0.96 2.27
```

Properties
LUMO level in eV: -2.9
HOMO-LUMO gap in eV: 7.280
2S+1: 1
Charge: +1



Which of them is the most stable? Correct choice: model 2.



Model 1:
Density functional theory data (wB97M-V/def2-TZVPD) for a cluster of 2 separate species, C3H9NS in total.

Geometry as XYZ:
```
14
C3H9NS (wB97M-V/def2-TZVPD)
S -1.61 1.19 1.74
N 2.46 -2.04 -0.22
C 1.18 -1.57 -0.48
C -1.81 1.83 0.03
C 0.94 -0.26 -0.76
H -2.95 1.08 1.93
H 0.55 0.35 0.06
H -2.77 2.34 -0.07
H 2.95 -1.36 0.34
H 2.55 -2.94 0.25
H 0.88 0.34 -1.65
H -1.89 0.98 -0.64
H 0.48 -2.41 -0.44
H -0.96 2.49 -0.09
```

Properties
LUMO level in eV: 0.0
HOMO-LUMO gap in eV: 6.613
2S+1: 1
Charge: 0
SMILES: C=CN.CS



Model 2:
Density functional theory data (wB97M-V/def2-TZVPD) for a cluster of 2 separate species, C3H9NS in total.

Geometry as XYZ:
```
14
C3H9NS (wB97M-V/def2-TZVPD)
S 1.62 1.10 -0.71
N -1.31 -2.15 0.23
C 3.06 1.65 0.23
C -3.07 -0.45 0.31
C -2.53 -1.59 0.71
H 0.71 1.63 0.11
H 3.12 2.74 0.21
H -2.90 -2.05 1.62
H -2.64 0.27 -0.37
H 3.00 1.40 1.29
H -3.97 -0.10 0.80
H -0.72 -1.39 -0.10
H 3.97 1.23 -0.19
H -1.42 -2.73 -0.60
```

Properties
LUMO level in eV: 0.9
HOMO-LUMO gap in eV: 10.131
2S+1: 1
Charge: 0
SMILES: C=CN.CS



Which of them is the most stable? Correct choice: model 2.



Model 1:
Density functional theory data (wB97M-V/def2-TZVPD) for a cluster of 2 separate species, C3H9NS in total.

Geometry as XYZ:
```
14
C3H9NS (wB97M-V/def2-TZVPD)
S -1.40 -2.03 -1.78
N 4.44 4.23 2.64
C -1.37 -2.89 -0.14
C -2.75 -0.92 -1.48
C 3.17 4.14 2.63
H 4.92 3.74 3.39
H -2.40 0.10 -1.25
H 2.58 3.21 2.62
H -0.69 -3.72 -0.24
H 2.68 5.06 2.25
H -2.28 -3.35 0.22
H -3.33 -0.70 -2.37
H -0.90 -2.17 0.55
H -3.41 -1.33 -0.73
```

Properties
LUMO level in eV: 1.0
HOMO-LUMO gap in eV: 9.473
2S+1: 1
Charge: 0
SMILES: C=N.CSC



Model 2:
Density functional theory data (wB97M-V/def2-TZVPD) for an isolated molecule of C3H9NS.

Geometry as XYZ:
```
14
C3H9NS (wB97M-V/def2-TZVPD)
S -1.94 1.04 1.06
N 1.46 0.06 -1.00
C -0.23 1.12 0.52
C -0.44 -1.31 -0.37
C 0.47 -0.19 0.05
H 0.43 1.62 1.24
H 1.08 -0.56 0.89
H -0.22 1.78 -0.35
H 2.20 0.65 -0.66
H 1.06 0.47 -1.84
H 0.15 -2.18 -0.64
H -1.21 -1.55 0.37
H -1.04 -1.03 -1.26
H -1.78 0.08 1.97
```

Properties
LUMO level in eV: 1.0
HOMO-LUMO gap in eV: 9.800
2S+1: 1
Charge: 0
SMILES: C[C@@H](N)CS



Which of them is the most stable? Correct choice: model 2.



Model 1:
Density functional theory data (wB97M-V/def2-TZVPD) for a cluster of 2 separate species, CH3ClO3S2 in total.

Geometry as XYZ:
```
10
CH3ClO3S2 (wB97M-V/def2-TZVPD)
Cl 0.58 0.99 3.34
S -1.26 -1.93 -0.68
S 0.64 -0.66 -0.58
O 1.55 -1.41 0.26
O 1.03 -0.51 -1.94
O -2.27 -0.92 -0.49
C 0.01 0.95 0.00
H -0.20 1.43 -0.89
H 0.88 1.33 0.52
H -0.95 0.72 0.47
```

Properties
LUMO level (spin up / spin down) in eV: -4.4 / -1.6
HOMO-LUMO gap (spin up / spin down) in eV: 5.259 / 8.143
2S+1: 1
Charge: 0



Model 2:
Density functional theory data (wB97M-V/def2-TZVPD) for an isolated molecule of CH3ClO3S2.

Geometry as XYZ:
```
10
CH3ClO3S2 (wB97M-V/def2-TZVPD)
Cl 1.23 -2.14 -1.84
S -0.55 -1.60 -1.00
S 0.02 0.54 -0.70
O 1.43 0.73 -1.10
O -1.01 1.39 -1.35
O -0.52 -1.98 0.39
C -0.15 0.80 1.09
H 0.60 1.45 1.52
H -1.17 1.10 1.53
H 0.12 -0.29 1.44
```

Properties
LUMO level in eV: -0.8
HOMO-LUMO gap in eV: 9.444
2S+1: 1
Charge: 0



Which of them is the most stable? Correct choice: model 2.